# 1
C23H27AsN4NiO4SeSi | ωB97M-V with the def2-TZVPD basis set

Properties
**Charge**: -2
**Multiplicity**: 3
**Expectation value of S²**: 2.009
**Energy above the lowest of the compared OMol25 structures with the same formula, charge and spin**: 0.173 eV

XYZ file:
```
62
Properties=species:S:1:pos:R:3:forces:R:3
Ni -0.09323 -1.44554 1.33059 0.1 0.4 0.3
C 3.63792 -5.12168 -1.91992 0.0 0.0 0.0
C 4.18092 -4.77437 -0.69189 0.0 -0.1 0.0
C 3.76205 -3.61873 -0.04544 0.0 0.0 0.1
C 2.78706 -2.77581 -0.58729 0.0 0.0 0.1
C 2.24579 -3.16045 -1.81793 -0.1 0.0 0.0
C 2.66509 -4.30321 -2.48156 0.0 0.0 0.0
Si 2.13666 -1.26320 0.39809 -0.1 0.0 -0.1
C 2.40663 0.20243 -0.80374 0.1 -0.1 0.0
C 3.38229 1.18639 -0.63001 0.0 0.0 0.1
C 3.48420 2.27743 -1.48195 0.0 0.1 0.0
C 2.61625 2.40718 -2.55704 0.0 0.0 0.0
C 1.64710 1.43410 -2.76587 0.0 0.0 0.0
C 1.54314 0.35997 -1.89260 -0.1 0.0 0.0
H 3.96066 -6.02171 -2.43057 0.0 0.0 0.0
H 4.93659 -5.40384 -0.23352 0.0 0.0 0.0
H 4.20797 -3.36058 0.90936 0.0 0.0 0.0
H 1.46445 -2.55799 -2.26843 0.0 0.0 0.0
H 2.21948 -4.56334 -3.43525 0.0 0.0 0.0
H 3.25878 -1.09445 1.38684 0.0 0.0 -0.1
H 4.06785 1.10299 0.20604 0.0 0.0 0.0
H 4.24194 3.03280 -1.30394 0.0 0.0 0.0
H 2.68901 3.26064 -3.22140 0.0 0.0 0.0
H 0.95486 1.52343 -3.59626 0.0 0.0 0.0
H 0.74785 -0.36496 -2.04273 0.0 0.0 0.0
N -5.13459 -4.26647 -1.00548 0.0 0.0 0.0
C -4.30243 -3.47859 -1.19518 -0.1 0.0 -0.1
N -3.42189 -2.55742 -1.53132 -0.1 0.0 0.2
C -2.41476 -2.32431 -0.74488 0.4 0.0 -0.3
N -1.43305 -2.05572 -0.17924 -0.1 0.0 0.3
C 0.34640 2.52505 1.17785 -0.1 0.0 0.0
As -0.84954 0.99881 0.98465 0.0 -0.2 0.1
C -2.16738 1.48674 2.32915 0.0 0.1 -0.1
C -1.80189 1.50005 -0.69621 0.0 0.1 -0.1
C -2.62737 2.73606 -0.62914 0.0 0.0 0.0
C -3.97763 2.68108 -0.27879 0.0 0.0 0.0
C -4.73527 3.83709 -0.17542 0.0 0.0 0.0
C -4.16067 5.07741 -0.41718 0.0 0.1 0.0
C -2.81965 5.14712 -0.76770 0.0 0.0 0.0
C -2.06373 3.98959 -0.87448 0.0 0.0 0.0
H -0.22983 3.44606 1.28489 0.0 0.0 0.0
H 1.01470 2.59545 0.31937 0.0 0.0 0.0
H 0.92803 2.33860 2.07964 0.0 0.0 0.0
H -2.52538 2.50643 2.17325 0.0 0.0 0.0
H -1.67424 1.38916 3.29533 0.0 0.0 0.0
H -2.99199 0.77659 2.30304 0.0 0.0 0.0
H -2.40363 0.63362 -0.97675 0.0 0.0 0.1
H -1.01297 1.61234 -1.43894 0.1 -0.1 0.0
H -4.43178 1.71725 -0.08151 0.0 0.0 0.0
H -5.78093 3.76610 0.09972 0.0 0.0 0.0
H -4.75265 5.98079 -0.33118 0.0 0.0 0.0
H -2.35590 6.10787 -0.95803 0.0 0.0 0.0
H -1.01613 4.04893 -1.14817 0.0 0.0 0.0
N 0.20085 -3.39066 2.06133 0.1 -0.1 0.0
H 0.52505 -3.24260 3.02757 0.0 0.0 0.0
H 0.81812 -4.00184 1.54181 0.0 0.0 0.0
H -0.72522 -3.79938 2.11009 0.0 0.0 0.0
O -0.89686 -0.07568 5.40861 0.0 0.1 0.0
Se -0.23076 -0.92757 4.20598 -0.1 -0.5 -0.8
O 0.78094 -0.04766 3.23155 0.0 0.0 0.0
O -1.37676 -1.41001 3.06247 0.0 0.1 0.2
O 0.54946 -2.27780 4.70970 0.0 0.1 0.2
```
Positions in Å, forces in eV/Å.

# 2
C23H27BrN3O5RhS | ωB97M-V with the def2-TZVPD basis set

Properties
**Charge**: +2
**Multiplicity**: 1
**Energy above the lowest of the compared OMol25 structures with the same formula, charge and spin**: 0.572 eV

XYZ file:
```
61
Properties=species:S:1:pos:R:3:forces:R:3
Rh 0.02578 -0.07361 0.12919 0.3 0.2 -0.5
O 1.74270 -1.31927 0.39570 -0.1 -0.1 0.3
C 1.55863 -2.19272 1.57466 -0.2 0.0 0.1
C 2.20154 -1.49814 2.74808 0.0 0.0 0.0
C 1.94378 0.01068 2.77986 0.1 0.0 0.0
C 0.53225 0.49348 2.97447 0.0 0.0 0.0
C 0.11368 0.85473 4.24826 0.0 0.0 0.0
C -1.11177 1.45719 4.45484 0.0 0.0 0.0
C -1.90928 1.73076 3.35490 0.0 0.0 0.0
C -1.48074 1.33302 2.11166 0.0 0.0 0.0
N -0.30326 0.69733 1.92840 0.1 0.0 0.1
H 1.94612 -1.85198 -0.38695 0.0 0.0 0.0
H 1.98894 -3.17382 1.38679 0.1 0.1 -0.1
H 0.48300 -2.32211 1.70440 0.0 0.0 0.0
H 3.28295 -1.63530 2.71352 0.0 0.0 0.0
H 1.84832 -1.98045 3.66149 0.0 0.0 0.0
H 2.34620 0.47445 1.88089 0.0 0.0 0.0
H 2.52573 0.42278 3.60324 0.0 0.0 0.0
H 0.78872 0.68027 5.07494 0.0 0.0 0.0
H -1.42643 1.73529 5.45174 0.0 0.0 0.0
H -2.85815 2.23888 3.44738 0.0 0.0 0.0
H -2.07665 1.52094 1.23364 0.0 0.0 0.0
Br 5.09856 2.49409 -1.03376 0.0 0.0 0.0
C 3.23071 2.56135 -1.04869 0.0 0.0 0.0
C 2.54595 3.66124 -1.54748 0.0 0.0 0.0
C 1.16065 3.64197 -1.53631 0.0 0.0 0.0
C 0.50166 2.54335 -1.02525 0.0 0.0 0.0
N 1.17200 1.48515 -0.53724 -0.1 0.0 0.0
C 2.51353 1.48748 -0.55562 0.0 0.0 0.0
H 3.08818 4.51002 -1.94221 0.0 0.0 0.0
H 0.59088 4.47244 -1.92775 0.0 0.0 0.0
H -0.57811 2.48396 -1.01312 0.0 0.0 0.0
H 3.02038 0.60901 -0.18461 0.0 0.0 0.0
C -7.69436 3.64437 0.61668 0.0 0.0 0.0
C -6.97698 2.82649 -0.41878 0.0 0.0 0.0
C -5.61256 2.98510 -0.64869 0.0 0.0 0.0
C -4.95852 2.23662 -1.61754 0.0 0.0 0.0
C -5.67784 1.31572 -2.36433 0.0 0.0 0.0
C -7.04473 1.15287 -2.16604 0.0 0.0 0.0
C -7.68025 1.90217 -1.19376 0.0 0.0 0.0
S -4.86261 0.33899 -3.58750 0.0 0.0 0.0
O -3.52816 0.85196 -3.71962 0.0 0.0 0.0
O -5.75386 0.17447 -4.68457 0.0 0.0 0.0
N -4.67682 -1.16499 -2.93688 0.0 0.1 0.1
C -3.53590 -1.49394 -2.13563 0.0 0.0 0.0
C -3.63356 -1.03399 -0.63525 0.0 0.1 -0.1
C -2.28366 -0.66194 -0.19670 0.2 0.1 0.0
O -1.48825 -1.39163 0.47700 -0.1 -0.2 -0.1
O -1.74195 0.46338 -0.56855 -0.2 0.0 0.2
H -7.03323 4.37681 1.07665 0.0 0.0 0.0
H -8.09955 3.00492 1.40253 0.0 0.0 0.0
H -8.53457 4.17758 0.17162 0.0 0.0 0.0
H -5.06618 3.73221 -0.08459 0.0 0.0 0.0
H -3.90715 2.38161 -1.83029 0.0 0.0 0.0
H -7.60482 0.46640 -2.78799 0.0 0.0 0.0
H -8.74687 1.78731 -1.04552 0.0 0.0 0.0
H -5.49968 -1.74858 -2.93126 0.0 0.0 0.0
H -2.68241 -1.00324 -2.60299 0.0 0.0 0.0
H -3.36831 -2.56910 -2.17006 0.0 0.0 0.0
H -4.04225 -1.81152 0.00638 0.0 0.0 0.0
H -4.25493 -0.13782 -0.58917 0.0 0.0 0.0
```
Positions in Å, forces in eV/Å.

# 3
C23H27BrN4O4 | ωB97M-V with the def2-TZVPD basis set

Properties
**Charge**: 0
**Multiplicity**: 1
**Energy above the lowest of the compared OMol25 structures with the same formula, charge and spin**: 21.563 eV

XYZ file:
```
59
Properties=species:S:1:pos:R:3:forces:R:3
N -3.77551 -4.02759 -1.24212 0.2 2.2 -4.5
C -3.35635 -3.76849 -0.04958 1.7 2.6 4.0
O -3.37183 -4.48470 0.96348 -0.1 1.0 -2.0
C -2.78655 -2.27025 -0.01640 -7.1 1.1 1.3
H -3.35344 -1.60457 -0.87186 0.8 -1.4 2.4
H -2.97740 -1.80508 1.01276 -0.1 -0.7 -1.3
C -1.47638 -2.15396 -0.33376 11.5 -2.5 -3.7
N -0.53489 -3.32756 0.27767 -3.2 5.3 5.1
C -0.40457 -4.51304 -0.28319 0.0 -1.6 2.2
O -0.74561 -4.79422 -1.41911 0.5 -0.1 0.1
C 0.14458 -5.53258 0.82491 -7.5 -2.5 -12.9
C -0.25650 -6.83236 0.39896 -2.6 -4.8 -1.4
C -0.06510 -8.02821 1.06786 6.0 10.8 4.7
C 0.87637 -7.68369 2.42331 -1.5 -1.2 -4.3
C 1.32383 -6.40694 2.49314 -0.3 0.3 4.6
C 0.73340 -5.26878 1.84431 3.8 -7.1 6.1
H 1.02768 -4.40136 1.93039 3.1 8.6 2.1
H 1.81861 -6.14880 3.45869 0.3 -0.3 -1.0
Br 1.52384 -9.20042 3.50966 -0.5 1.5 -0.8
H -0.34324 -8.91811 1.17553 -2.9 -7.2 -0.6
H -0.97835 -7.08851 -0.49258 1.6 1.7 1.4
H -0.70916 -3.13169 1.51756 1.1 -1.8 -5.1
C -0.57546 -0.88618 -0.00770 -4.1 1.7 -1.9
C 0.14425 -0.57316 1.08491 2.4 -4.0 -0.2
C 1.06359 0.56289 1.07881 -3.9 -4.1 -0.2
C 0.51033 1.59603 0.31896 3.2 3.5 0.0
N 0.84109 2.86874 0.39466 6.1 2.0 6.8
H 1.79623 2.95371 1.35515 -3.7 -0.9 -3.3
C 0.71935 4.16652 -0.28512 -1.9 -6.5 -4.5
C 0.98134 5.28672 0.57723 0.6 1.6 -1.7
H 0.90210 5.06918 1.60254 -1.3 0.0 1.4
C 0.31749 6.54868 -0.00300 -2.4 0.1 9.3
C 0.18712 6.76566 -1.34779 -4.4 2.4 -8.1
C 1.35951 6.46543 -2.27491 0.8 -1.0 6.4
C 1.45914 5.02896 -2.66910 14.8 4.1 5.8
H 0.70239 4.73575 -2.94792 -13.4 -5.3 -6.4
C 1.91090 3.94481 -1.62838 -3.7 8.4 4.9
H 2.65910 4.21918 -0.90939 1.4 -0.3 -0.8
H 1.79314 3.02230 -1.89595 -0.3 -5.3 -1.8
H 2.34486 5.04832 -3.24927 0.2 -0.5 -2.2
H 2.16244 6.66039 -1.48965 0.1 -0.1 -1.4
H 1.37917 7.27723 -2.87851 0.5 1.5 -3.1
H -0.13775 7.93276 -1.57210 0.8 -2.8 0.8
H -0.77606 6.23539 -1.89210 2.0 0.9 1.6
H 0.81305 7.51011 0.54959 -1.3 -2.3 -1.1
H -0.80620 6.30445 0.49256 2.5 1.7 -1.2
H 2.00961 5.45468 0.51877 2.2 0.2 -0.2
H -0.35662 3.94937 -0.73127 1.7 1.9 0.6
C -0.23549 1.35612 -0.80953 -0.8 4.3 -1.7
C -0.88279 0.29336 -0.94066 -2.2 -9.7 -0.9
H -1.48301 -0.04862 -1.84087 0.5 1.1 1.1
H -0.53920 2.14852 -1.49940 0.8 0.2 0.4
N 1.75408 0.49945 2.27248 -1.6 6.8 -1.1
O 2.05294 1.72001 2.55284 1.9 -1.0 1.4
O 1.72080 -0.39786 3.01942 1.6 -2.0 2.0
H 0.42492 -1.44230 1.85964 -0.9 2.3 -1.9
H -1.17983 -2.51989 -1.51776 -1.2 1.6 2.8
H -3.44981 -3.39038 -2.10143 -1.0 -2.3 2.9
H -3.90015 -4.97538 -1.37540 -0.5 -2.3 -1.1
```
Positions in Å, forces in eV/Å.

Among the records above, which one has the lowest energy above the lowest of the compared OMol25 structures with the same formula, charge and spin? C23H27AsN4NiO4SeSi

Among the records above, which one has the lowest charge? C23H27AsN4NiO4SeSi

Which value of energy above the lowest of the compared OMol25 structures with the same formula, charge and spin does entry 3 give? 21.563 eV